# 1
The following is a quantum chemistry calculation of a molecular structure, CH12F3NaO9S in a non-equilibrium geometry, from OMol25.

The geometry in XYZ format:
```
27
Properties=species:S:1:pos:R:3:forces:R:3:lowdin_charge:R:1
H 0.059559 -4.405360 -0.488085 -0.058 0.025 0.142 0.055
H -1.797883 -2.737298 -2.808661 -0.144 0.077 -0.047 0.045
O -1.148801 2.455170 2.458051 0.149 -0.620 -0.362 -0.338
H 2.390018 -0.806761 -2.189377 -0.172 0.078 0.041 0.079
O -1.266714 -0.462847 1.723954 0.088 0.373 0.107 -0.059
H -1.431409 -1.434418 -3.515905 -0.074 0.063 0.095 0.054
S -0.683043 3.426379 1.476761 0.597 0.179 1.224 0.494
H -1.137596 -0.945152 2.546024 -0.106 0.095 0.005 0.049
C 1.048588 2.809810 0.999445 -0.841 0.049 0.047 -0.633
H -1.650211 1.645248 -0.777442 0.085 -0.321 0.034 0.033
O -1.380981 3.365290 0.208909 -0.025 0.002 -0.409 -0.330
O 1.678781 -0.996097 1.165203 0.116 -0.560 -0.213 -0.038
O 1.622283 -1.356729 -1.986998 0.290 -0.179 -0.046 -0.028
H 1.475917 -1.452434 1.991055 -0.056 0.195 -0.016 0.066
F 1.842690 2.725243 2.055945 0.284 0.172 0.317 0.133
O 0.270678 -3.635302 0.053343 0.086 0.111 -0.285 -0.028
H 2.385773 -1.517055 0.764900 0.089 0.201 0.132 0.048
F 1.577209 3.661620 0.118250 0.218 -0.126 -0.077 0.121
H -2.538704 0.664988 -1.573519 0.012 -0.121 0.041 0.054
H -1.318507 0.486868 1.994229 0.063 -0.298 -0.205 0.033
O -1.680291 0.732054 -1.147256 0.174 0.597 0.087 -0.065
Na -0.146546 -0.940519 -0.485251 -0.489 0.350 0.391 0.421
H 1.233287 -3.586758 0.040409 -0.071 -0.043 0.083 0.036
O -1.864172 -1.779174 -2.725212 0.315 -0.175 0.054 -0.034
O -0.421255 4.726192 2.068968 -0.084 -0.758 -0.999 -0.303
H 1.811044 -2.206655 -2.400376 -0.062 0.100 -0.034 0.063
F 1.070285 1.563698 0.432635 -0.383 0.531 -0.105 0.073
```
Positions in Å, forces in eV/Å.

Values from the calculation:
* LUMO energy: -1.265 eV
* HOMO-LUMO gap: 7.53 eV
* net charge: 0
* F_max: 1.37 eV/A
* E_HOMO: -8.800 eV
* E: -43065.940 eV



# 2
The following is a quantum chemistry calculation of a molecular structure, C35H34ClCrNOSi2 in a non-equilibrium geometry, from OMol25.

The geometry in XYZ format:
```
75
Properties=species:S:1:pos:R:3:forces:R:3:lowdin_charge:R:1
H -1.901126 -3.973455 -1.271392 -0.358 0.147 0.005 0.132
H 0.096959 8.401828 -2.229094 0.249 -0.177 -0.197 0.105
H -0.255858 6.181394 -3.323051 0.215 0.158 0.114 0.105
H 0.778291 -2.806359 -0.622538 -0.206 0.132 -0.534 0.142
H 4.390980 3.921115 -3.867616 0.047 0.044 -0.368 0.090
C -3.621959 -1.196345 -0.288067 0.124 0.227 0.000 -0.020
H 2.528934 2.273260 0.480024 -0.376 -0.175 -0.108 0.122
C 3.614975 0.171645 -5.286040 -0.048 -0.171 0.083 -0.070
H 3.278099 1.379621 -1.602783 0.078 0.097 -0.424 0.084
H 5.291829 0.139811 -2.320389 -0.202 0.137 -0.295 0.105
C 2.782834 4.212450 -1.467105 -0.103 0.595 -0.094 -0.118
H 1.640717 0.978076 -5.574805 0.233 0.086 0.080 0.112
Si 1.623843 4.329415 -4.696383 -0.861 0.296 -1.993 0.647
H -4.233765 -3.265219 -0.492805 0.213 0.205 -0.076 0.127
C -2.165136 -2.943649 -1.038717 0.209 0.114 0.249 0.013
C 1.807426 0.149970 0.748712 -0.434 0.587 0.819 -0.112
H 0.153480 -3.208560 -2.289306 0.089 0.027 0.522 0.142
C 0.240932 -2.423404 -1.519233 0.625 0.144 -0.755 -0.149
C 1.713636 6.122567 -4.210734 -0.264 0.490 0.277 -0.300
H 3.617074 6.486182 -5.179371 -0.159 0.098 0.247 0.098
C 2.459912 0.834830 -4.868400 0.438 0.237 -0.098 -0.105
H 0.377764 -1.400428 1.538145 -0.072 0.376 -0.355 0.133
C 4.378110 3.824831 -4.956544 0.218 -0.311 -0.535 -0.115
C 3.178454 3.980285 -5.665973 -0.071 -0.467 -0.182 -0.339
C -2.567167 -0.302080 -0.415719 -0.045 -0.719 -0.365 -0.094
C 1.735983 1.584870 0.767505 -0.306 -0.138 0.264 -0.110
H 4.345484 3.377781 -8.827434 -0.013 0.040 0.421 0.106
C 5.545866 3.365919 -7.028809 -0.158 -0.015 0.129 -0.084
H -2.667695 0.760758 -0.183365 -0.143 -0.331 -0.095 0.127
H -4.579216 -0.821290 0.053811 0.045 -0.143 -0.040 0.120
C 1.975861 5.869122 0.119523 -0.117 -0.161 0.001 -0.078
C 0.880196 7.962579 -2.853121 0.057 0.051 -0.078 -0.089
C 0.677551 5.382526 -0.062475 -0.016 -0.032 0.039 -0.097
C -0.260797 0.760918 1.621219 1.033 -0.232 0.143 -0.126
H 2.256292 9.603587 -2.520983 -0.088 -0.317 -0.306 0.105
H 6.470849 3.326811 -5.067566 -0.184 0.114 -0.225 0.105
C 4.516172 0.374025 -3.056337 -0.059 -0.139 0.099 -0.085
H 0.087459 2.979417 1.430627 0.165 -0.315 -0.196 0.124
C -1.143269 -2.002338 -1.124972 -0.310 0.574 -0.073 -0.236
C 5.552247 3.488877 -5.634168 -0.094 0.149 -0.016 -0.081
H 3.629145 3.694653 -1.927775 -0.281 0.349 -0.040 0.088
C 1.462958 3.857194 -1.790654 -0.495 -0.944 0.899 -0.348
C 2.082876 8.657368 -3.043305 -0.091 -0.237 -0.258 -0.084
H 3.700023 -0.168849 -6.321568 -0.030 0.064 0.378 0.114
H -0.151618 5.790069 0.522400 0.276 -0.039 -0.181 0.110
H 3.927816 8.727561 -4.169637 -0.185 -0.179 0.124 0.105
C 4.659029 -0.048173 -4.383198 -0.132 0.081 0.064 -0.082
O 0.934997 -1.305857 -2.121183 -0.464 -0.159 1.005 -0.078
C 3.376748 1.083493 -2.654072 0.118 -0.207 -0.228 -0.126
H -0.582586 3.964616 -1.103824 0.120 0.301 -0.116 0.099
H 5.570857 -0.558395 -4.710175 -0.365 0.205 0.167 0.110
C 2.855282 6.885867 -4.508825 -0.100 0.055 0.342 -0.088
H 2.671901 -0.446452 0.450672 -0.435 0.265 -0.093 0.137
C -3.423101 -2.545197 -0.601521 0.204 0.206 0.015 -0.009
H 2.166060 6.691159 0.817740 -0.068 -0.352 -0.305 0.111
C 4.347052 3.496158 -7.738904 0.064 0.054 0.041 -0.082
C 3.038292 8.144296 -3.929716 -0.237 0.073 0.151 -0.079
H -1.243091 0.718521 2.092995 0.312 -0.047 -0.334 0.133
C 0.429197 4.370687 -0.995859 0.370 0.309 0.020 -0.159
C 3.032013 5.254518 -0.561012 -0.038 -0.288 -0.008 -0.063
C 0.587551 -0.355411 1.307866 0.067 0.742 0.597 -0.123
Cl -1.001687 2.236311 -3.879065 0.372 0.137 0.233 0.272
C 3.158370 3.782823 -7.059256 0.442 -0.034 0.318 -0.092
Si 0.995523 2.676748 -3.256152 1.710 0.636 0.506 0.095
H 4.062598 5.569996 -0.372329 -0.369 -0.120 -0.047 0.113
Cr 0.149034 0.801129 -0.554959 0.599 -0.789 -1.653 0.800
H 0.368662 3.995710 -5.479294 0.482 0.701 -0.581 -0.036
N -1.350670 -0.705216 -0.841697 -0.326 0.259 -0.011 0.014
H 1.837449 -1.577650 -2.349061 -0.179 0.221 -0.009 0.112
H 6.480411 3.168223 -7.559688 -0.339 -0.021 0.164 0.104
C 2.374243 1.389201 -3.584404 -0.535 -0.302 -0.090 -0.313
H 2.212781 3.847076 -7.600565 0.284 0.054 0.104 0.102
H 0.601437 1.707216 -2.076390 -0.993 -1.733 2.469 -0.073
C 0.449079 1.963801 1.281619 0.418 -0.660 0.122 -0.110
C 0.684751 6.719100 -3.457334 0.470 0.121 0.153 -0.109
```
Positions in Å, forces in eV/Å.

Values from the calculation:
* LUMO energy (alpha / beta): -4.630 / -3.498 eV
* HOMO-LUMO gap (alpha / beta): 4.96 / 6.15 eV
* net charge: +1
* F_max: 3.18 eV/A
* E_HOMO (alpha / beta): -9.588 / -9.647 eV
* E: -97076.479 eV
* 2S+1: 4



# 3
The following is a quantum chemistry calculation of C6H6 in the gas phase in a non-equilibrium geometry, from OMol25.

The geometry in XYZ format:
```
12
Properties=species:S:1:pos:R:3:forces:R:3:lowdin_charge:R:1
C -0.411940 1.422136 -1.974727 -0.354 0.301 -0.739 -0.175
C 0.637940 -0.091277 1.391664 -0.343 0.984 0.656 -0.232
C -0.053050 -1.480304 1.183347 -0.115 0.386 0.216 -0.071
H -0.793804 -1.444161 0.377186 0.098 0.189 0.266 0.074
C -0.765037 1.492811 -3.123800 0.087 0.002 0.177 0.117
H -0.539922 -1.852508 2.087994 0.053 0.176 -0.013 0.065
H 1.493051 -0.156798 2.056724 0.553 -0.012 -0.597 0.101
H 0.679994 -2.253596 0.885304 -0.061 0.637 0.163 0.080
H 0.182313 0.914229 1.739902 -0.980 -2.099 1.693 0.147
C 0.631028 0.708404 0.204599 0.051 -0.281 -1.688 -0.073
C -0.026316 1.235245 -0.677536 1.067 -0.370 -0.115 -0.057
H -1.034255 1.505818 -4.150659 -0.056 0.088 -0.019 0.024
```
Positions in Å, forces in eV/Å.

Values from the calculation:
* structure (SMILES): C#CC#CCC
* LUMO energy: 0.762 eV
* HOMO-LUMO gap: 9.49 eV
* net charge: 0
* F_max: 2.87 eV/A
* E_HOMO: -8.723 eV
* E: -6314.112 eV



# 4
The following is a quantum chemistry calculation of a gas-phase ion, CH6NO (charge +1) in a non-equilibrium geometry, from OMol25.

The geometry in XYZ format:
```
9
Properties=species:S:1:pos:R:3:forces:R:3:lowdin_charge:R:1
H -1.085425 -0.099833 -1.893253 -0.055 -0.160 -0.564 0.089
H -0.763287 -0.892786 0.949661 1.929 1.135 0.430 0.217
H 0.825578 1.267255 -0.438593 -0.951 -2.465 -0.384 0.174
H -0.219442 0.633633 1.491158 -0.038 -0.213 -0.059 0.167
H 0.972855 -0.544223 -1.069275 -0.382 0.259 0.787 0.140
C 0.359264 0.176581 -0.495378 -2.570 2.452 -0.061 -0.076
N 0.088768 -0.214741 1.003577 -2.087 -0.312 -2.406 0.194
O -1.087285 0.240958 -1.000404 3.577 0.000 1.712 -0.055
H 0.908975 -0.566843 1.452506 0.577 -0.695 0.544 0.149
```
Positions in Å, forces in eV/Å.

Values from the calculation:
* structure (SMILES): [NH3+]CO
* LUMO energy: -4.041 eV
* HOMO-LUMO gap: 12.55 eV
* net charge: +1
* F_max: 3.97 eV/A
* E_HOMO: -16.587 eV
* E: -4664.011 eV



# 5
The following is a quantum chemistry calculation of C4H12N2O2 in the gas phase in a non-equilibrium geometry, from OMol25.

The geometry in XYZ format:
```
20
Properties=species:S:1:pos:R:3:forces:R:3:lowdin_charge:R:1
H -3.022328 -1.357817 0.315311 0.004 0.015 0.027 0.078
H 2.972197 1.380463 -0.226648 0.007 -0.028 0.037 0.090
H -1.881938 0.461268 -0.880717 0.037 -0.041 0.136 0.106
N -1.742403 0.344581 0.118771 0.150 0.022 -0.257 -0.079
H -0.525781 -1.412823 0.116426 0.042 0.173 -0.085 0.153
H 0.533227 -0.876431 -2.046853 -0.543 1.350 -0.259 0.139
N -0.117909 -0.202937 1.735056 0.035 0.011 0.132 0.067
H -3.771669 0.240449 0.539222 -0.070 -0.037 0.084 0.075
H 2.926222 0.587670 -1.818687 0.142 -0.008 0.063 0.090
H 3.814676 -0.171769 -0.457266 0.004 0.051 -0.087 0.089
H -0.154798 0.775046 2.004080 0.013 0.001 -0.007 0.083
H 0.830347 -0.538507 1.863260 -0.068 0.009 0.046 0.073
C -2.871212 -0.344595 0.715990 -0.026 -0.017 0.021 -0.128
H -2.690022 -0.423597 1.785866 -0.159 -0.026 0.016 0.070
O 0.269974 0.082367 -1.951077 0.009 -1.414 -0.551 0.000
C 2.940785 0.413206 -0.737784 -0.107 0.055 -0.206 -0.089
C 0.557545 0.309146 -0.609735 0.724 -0.624 0.496 -0.410
C -0.483121 -0.326333 0.340913 0.374 0.232 -0.299 -0.415
H 0.610044 1.396697 -0.459300 0.033 -0.155 0.077 0.162
O 1.806163 -0.336085 -0.346827 -0.601 0.430 0.616 -0.156
```
Positions in Å, forces in eV/Å.

Values from the calculation:
* structure (SMILES): CN[C@H](N)[C@H](O)OC
* LUMO energy: 0.918 eV
* HOMO-LUMO gap: 9.96 eV
* net charge: 0
* F_max: 1.52 eV/A
* E_HOMO: -9.038 eV
* E: -11417.243 eV



# 6
The following is a quantum chemistry calculation of C4H11NOS in the gas phase in a non-equilibrium geometry, from OMol25.

The geometry in XYZ format:
```
18
Properties=species:S:1:pos:R:3:forces:R:3:lowdin_charge:R:1
H -1.825760 2.354870 -2.390511 0.283 0.256 -0.512 -0.168
H -1.752489 0.130894 -0.009274 -0.646 0.035 -0.019 0.049
H 0.623976 -2.515733 1.697203 0.132 0.841 -0.194 0.122
C 0.057140 1.081344 -0.351645 -0.575 -0.719 1.473 -0.266
H -0.050372 -0.727447 2.954978 -0.042 -0.071 -0.281 0.085
N 1.410092 -1.177805 0.266883 -1.751 0.607 -1.130 -0.056
H 0.265834 2.047479 -0.711293 0.801 0.954 -1.561 0.063
H 0.857525 -0.564531 -1.622000 -0.125 1.059 0.675 0.106
C 1.091431 -0.002350 -0.672915 2.968 -0.921 -0.998 -0.206
H 0.076096 1.395391 0.757769 -0.510 -1.261 -1.460 0.129
H -0.604423 -1.857016 0.730671 -0.771 0.542 -0.969 0.098
S -2.505687 1.922799 -1.347577 0.119 -0.730 0.422 0.697
C -1.328241 0.603525 -0.895614 0.156 0.390 2.235 -0.582
H -1.247139 -0.236550 -1.570692 0.083 0.330 -0.772 0.063
O 0.256775 -0.453387 2.078674 -0.875 -0.741 0.669 -0.092
H 2.191652 -0.895328 0.825952 0.153 -0.065 0.503 0.084
H 2.154229 0.469273 -0.899953 -2.111 -0.824 0.566 0.140
C 0.329369 -1.575430 1.159339 2.713 0.316 1.353 -0.265
```
Positions in Å, forces in eV/Å.

Values from the calculation:
* structure (SMILES): OCNCCCS
* LUMO energy: 0.767 eV
* HOMO-LUMO gap: 9.74 eV
* net charge: 0
* F_max: 3.26 eV/A
* E_HOMO: -8.973 eV
* E: -18697.622 eV



# 7
The following is a quantum chemistry calculation of a molecular structure, C5H6O2, from OMol25.

The geometry in XYZ format:
```
13
Properties=species:S:1:pos:R:3:forces:R:3:lowdin_charge:R:1
C 1.047903 0.232725 -0.687538 0.075 0.057 -0.083 -0.168
H 0.026806 1.152903 1.030092 -0.054 -0.162 -0.222 0.133
H -2.141299 -0.378028 -0.838161 0.102 0.073 0.155 0.078
H 1.418299 0.565157 -1.653287 -0.087 -0.043 0.246 0.149
H -0.592788 1.643134 -0.623779 0.016 -0.103 0.050 0.124
C 1.854152 -0.491066 0.348802 0.581 0.072 0.171 -0.457
O 2.974870 -0.531446 0.749189 -0.549 0.020 -0.204 0.151
C -0.095976 0.891594 -0.018972 0.067 0.388 0.012 -0.059
C 0.057155 -0.914212 -0.477963 -0.008 -0.232 -0.108 -0.048
C -1.585312 -0.260696 0.090506 -0.397 0.013 0.081 -0.078
H -2.046141 0.548753 0.679091 0.053 -0.108 -0.084 0.076
H -1.709117 -1.158784 0.700860 0.095 0.162 -0.098 0.084
O 0.791452 -1.300032 0.701158 0.105 -0.137 0.085 0.017
```
Positions in Å, forces in eV/Å.

Values from the calculation:
* LUMO energy: 0.660 eV
* HOMO-LUMO gap: 9.45 eV
* net charge: 0
* F_max: 0.61 eV/A
* E_HOMO: -8.788 eV
* E: -9371.889 eV



# 8
The following is a quantum chemistry calculation of 9 unconnected molecules or ions with the total composition H18O9, from OMol25.

The geometry in XYZ format:
```
27
Properties=species:S:1:pos:R:3:forces:R:3:lowdin_charge:R:1
O -1.545110 0.763738 2.203517 -0.238 0.053 0.595 -0.053
H 0.852796 1.712016 2.969356 -0.293 -0.225 0.009 -0.011
H 1.966060 -2.622074 -2.312352 -0.083 -0.041 -0.183 0.021
H 4.085356 1.221584 1.712611 0.053 -0.130 0.013 0.030
O 0.097098 3.693223 1.897315 0.139 -0.151 -0.073 -0.049
H -0.208875 0.004227 -0.985613 -0.127 -0.042 0.145 -0.015
O -1.811323 1.027695 -0.339642 -0.036 0.312 -0.749 -0.071
H 0.915848 -1.017114 -0.942011 -0.091 0.095 -0.091 0.031
H 0.179644 3.805435 0.943594 -0.027 -0.004 0.056 0.044
H -1.947131 1.183106 2.972607 0.019 0.054 0.022 0.057
H -1.972400 -1.346514 -2.728799 -0.088 0.138 -0.281 0.038
O -2.361772 -3.452737 -1.553141 -0.328 0.101 0.569 -0.059
H -1.981164 -0.094123 2.149461 0.080 -0.031 -0.091 0.060
H -1.738745 -2.717569 -1.572010 0.276 -0.365 -0.249 -0.008
O 4.087778 0.399216 1.209925 -0.137 0.139 -0.017 -0.058
H -2.121891 1.575886 0.389758 0.236 -0.288 0.268 0.027
O -1.112153 -1.622197 -3.064901 -0.413 0.248 -0.393 -0.070
O 0.542520 -0.320919 -1.494214 0.618 0.233 0.510 -0.067
O 1.758169 -2.867919 -3.220829 0.275 -0.016 0.000 -0.053
H -2.837726 -3.335537 -0.723248 -0.026 -0.181 -0.056 0.033
H 1.004182 3.567761 2.198062 -0.013 0.249 0.048 0.033
H -1.444440 1.659582 -0.968217 -0.139 -0.043 -0.160 0.050
H 3.153551 0.202507 1.077584 0.076 -0.023 0.027 0.023
H 0.310872 0.959239 4.173387 0.145 -0.003 -0.138 0.027
H 2.164598 -2.172917 -3.750713 -0.092 -0.030 0.077 0.038
H -1.170043 -1.465450 -4.014146 0.097 -0.175 0.087 0.059
O 1.134302 1.259855 3.772659 0.119 0.127 0.052 -0.059
```
Positions in Å, forces in eV/Å.

Values from the calculation:
* structure (SMILES): O.O.O.O.O.O.O.O.O
* LUMO energy: -0.194 eV
* HOMO-LUMO gap: 10.32 eV
* net charge: 0
* F_max: 0.83 eV/A
* E_HOMO: -10.510 eV
* E: -18718.786 eV